(1)
Below is a 18-piece molecular cluster, C32H108N8O18 overall in a non-equilibrium geometry, with properties calculated with wB97M-V/def2-TZVPD.

Structure (XYZ):
```
166
Properties=species:S:1:pos:R:3
C -7.212 -21.548 12.417
C -6.135 -20.701 11.766
C -5.308 -19.813 12.702
O -6.078 -18.815 13.346
C -6.286 -17.679 12.545
N -5.279 -21.644 11.014
H -7.825 -22.083 11.693
H -7.894 -21.003 13.075
H -6.658 -22.235 13.062
H -6.571 -20.048 10.995
H -4.458 -19.406 12.140
H -4.831 -20.397 13.491
H -7.007 -17.076 13.097
H -6.659 -17.833 11.526
H -5.339 -17.135 12.426
H -5.827 -21.908 10.206
H -4.479 -21.136 10.640
C -5.430 -25.646 2.724
C -4.949 -26.895 3.494
C -5.670 -28.154 2.963
O -5.207 -29.227 3.738
C -5.509 -30.480 3.182
N -3.505 -26.983 3.236
H -4.889 -24.754 3.033
H -6.489 -25.455 2.903
H -5.256 -25.809 1.659
H -5.175 -26.707 4.545
H -5.539 -28.326 1.888
H -6.739 -27.923 3.086
H -6.539 -30.660 2.867
H -5.238 -31.283 3.870
H -4.847 -30.690 2.331
H -3.304 -27.035 2.242
H -3.291 -27.929 3.568
C -4.081 -21.362 3.509
C -2.984 -22.403 3.754
C -1.627 -21.986 3.231
O -1.690 -21.832 1.824
C -0.446 -21.906 1.170
N -2.926 -22.762 5.175
H -4.258 -20.734 4.380
H -5.035 -21.835 3.257
H -3.808 -20.823 2.600
H -3.278 -23.280 3.162
H -0.870 -22.736 3.498
H -1.230 -21.073 3.690
H -0.570 -21.958 0.092
H 0.099 -22.812 1.461
H 0.201 -21.066 1.434
H -2.260 -23.514 5.335
H -3.842 -23.183 5.321
C 2.024 -27.302 10.907
C 2.244 -27.699 9.443
C 1.947 -29.182 9.258
O 2.406 -29.542 7.949
C 2.227 -30.926 7.721
N 1.442 -26.875 8.540
H 2.636 -27.879 11.599
H 0.959 -27.409 11.127
H 2.324 -26.262 11.047
H 3.308 -27.551 9.240
H 0.863 -29.370 9.254
H 2.372 -29.874 9.994
H 1.160 -31.159 7.669
H 2.689 -31.550 8.495
H 2.785 -31.141 6.810
H 1.471 -27.394 7.661
H 0.467 -26.968 8.822
C -4.155 -23.939 8.796
C -3.619 -25.371 8.717
C -4.621 -26.342 8.119
O -4.145 -27.668 8.258
C -5.202 -28.612 8.065
N -2.388 -25.272 7.885
H -5.205 -24.018 9.100
H -4.210 -23.417 7.839
H -3.610 -23.357 9.535
H -3.251 -25.796 9.653
H -4.691 -26.003 7.076
H -5.600 -26.222 8.592
H -5.996 -28.446 8.801
H -4.734 -29.560 8.322
H -5.629 -28.502 7.066
H -2.589 -25.222 6.883
H -1.885 -26.156 7.961
C -2.209 -25.688 15.346
C -2.898 -26.484 14.220
C -2.554 -25.917 12.834
O -1.161 -25.993 12.571
C -0.853 -25.398 11.322
N -2.342 -27.856 14.283
H -2.706 -25.734 16.311
H -2.296 -24.638 15.031
H -1.136 -25.862 15.367
H -3.966 -26.543 14.426
H -3.062 -24.965 12.638
H -2.956 -26.602 12.067
H 0.195 -25.106 11.313
H -1.454 -24.509 11.119
H -1.021 -26.117 10.512
H -2.965 -28.421 13.699
H -1.509 -27.863 13.696
C -2.440 -30.023 5.663
C -1.053 -29.736 5.090
C -0.917 -29.895 3.578
O -1.365 -31.202 3.273
C -1.300 -31.492 1.882
N -0.541 -28.418 5.524
H -2.437 -30.117 6.748
H -2.827 -30.989 5.329
H -3.120 -29.230 5.345
H -0.371 -30.489 5.500
H 0.141 -29.728 3.346
H -1.472 -29.122 3.031
H -1.749 -32.480 1.785
H -0.257 -31.415 1.574
H -1.928 -30.838 1.266
H -1.087 -27.669 5.105
H -0.795 -28.453 6.509
C -6.944 -23.958 5.562
C -8.417 -24.372 5.483
C -8.721 -25.767 6.016
O -8.114 -26.727 5.173
C -8.433 -28.047 5.546
N -9.130 -23.472 6.433
H -6.887 -22.883 5.400
H -6.430 -24.462 4.743
H -6.419 -24.300 6.453
H -8.920 -24.201 4.529
H -9.809 -25.905 6.086
H -8.310 -25.932 7.020
H -8.359 -28.198 6.631
H -7.756 -28.730 5.039
H -9.474 -28.285 5.297
H -9.168 -22.521 6.074
H -10.109 -23.743 6.485
O -1.831 -21.751 11.429
H -2.262 -21.332 10.656
H -0.961 -22.016 11.109
O -1.807 -25.794 5.149
H -2.516 -26.138 4.534
H -1.116 -25.460 4.565
O -0.260 -23.430 8.595
H -1.052 -24.012 8.533
H 0.485 -24.021 8.438
O -2.916 -20.674 9.153
H -2.390 -20.930 8.382
H -3.815 -20.579 8.814
O -4.715 -32.206 8.364
H -5.631 -31.879 8.279
H -4.805 -33.138 8.597
O -1.465 -28.219 8.710
H -2.400 -28.214 8.433
H -1.459 -28.672 9.562
O -4.860 -31.007 10.958
H -5.762 -30.667 10.914
H -4.752 -31.537 10.146
O -7.782 -29.774 10.776
H -7.639 -28.855 11.040
H -8.481 -30.093 11.361
O -7.376 -31.001 8.330
H -7.589 -30.358 9.037
H -8.159 -31.019 7.771
O -7.650 -22.682 8.781
H -8.424 -22.660 9.352
H -7.985 -23.015 7.929
```

Values from the calculation:
- LUMO energy: -0.4 eV
- E: -83708.4300 eV
- ΔE to the lowest compared entry with this formula, charge and spin: 101.7 kJ/mol
- Gap between HOMO and LUMO: 8.347 eV
- Multiplicity: 1
- HOMO energy: -8.765 eV

***

(2)
Below is a 2-piece molecular cluster, C8H15NO4S overall in a non-equilibrium geometry, with properties calculated with wB97M-V/def2-TZVPD.

Structure (XYZ):
```
29
Properties=species:S:1:pos:R:3
C -0.309 -1.163 -3.524
C 0.024 -1.399 -2.257
C -0.677 -2.262 -1.302
O -1.535 -3.092 -1.525
N 0.021 -2.169 -0.069
C -0.159 -1.671 1.091
C -1.234 -0.709 1.422
C 0.860 -1.917 2.106
C 1.674 -0.713 2.648
H 0.228 -0.488 -4.211
H -1.275 -1.640 -3.783
H 0.901 -0.948 -1.996
H -0.947 0.400 1.284
H -1.734 -0.878 2.373
H -1.929 -0.947 0.659
H 0.405 -2.354 3.043
H 1.569 -2.575 1.553
H 2.531 -1.204 2.914
H 1.099 -0.249 3.498
H 1.768 0.244 1.987
C 0.137 3.181 -1.739
S -0.187 1.814 -0.594
O 0.937 0.943 -0.500
O -0.721 2.302 0.629
O -1.391 1.010 -1.264
H 0.259 4.025 -1.158
H 0.987 2.969 -2.408
H -0.797 3.177 -2.244
H -1.278 0.203 -1.895
```

Values from the calculation:
- LUMO energy: 0.2 eV
- SMILES string: C=CC(=O)/N=C(\C)CC.CS(=O)(=O)O
- E: -29051.8126 eV
- ΔE to the lowest compared entry with this formula, charge and spin: 305.8 kJ/mol
- Gap between HOMO and LUMO: 9.549 eV
- Multiplicity: 1
- HOMO energy: -9.370 eV

***

(3)
Below is a 13-piece molecular cluster, H26O13 overall in a non-equilibrium geometry, with properties calculated with wB97M-V/def2-TZVPD.

Structure (XYZ):
```
39
Properties=species:S:1:pos:R:3
O -0.015 -0.239 0.360
H -0.773 0.132 0.661
H 0.296 0.443 -0.222
O 0.234 3.173 -2.680
H -0.529 2.890 -3.175
H 0.387 2.509 -2.063
O 2.088 -1.833 2.243
H 2.455 -2.558 1.758
H 2.175 -1.118 1.681
O 2.973 -2.251 -0.611
H 3.695 -2.208 -1.263
H 2.533 -1.436 -0.469
O -2.432 -1.549 -0.436
H -3.421 -1.646 -0.383
H -1.993 -2.392 -0.630
O -1.863 2.030 -0.113
H -1.092 2.546 -0.034
H -1.821 1.629 -1.032
O -1.533 0.405 -2.246
H -2.210 0.768 -2.769
H -1.970 -0.213 -1.705
O 0.515 3.235 0.368
H 0.458 4.085 -0.052
H 1.462 3.341 0.472
O 1.508 0.745 -1.602
H 1.973 0.027 -2.025
H 2.132 1.342 -1.269
O -1.777 0.554 2.286
H -1.650 1.523 2.066
H -1.040 0.218 2.774
O -2.305 -2.621 2.104
H -2.164 -3.533 1.859
H -2.181 -2.044 1.301
O 2.301 0.703 1.609
H 1.432 0.316 1.527
H 2.403 0.992 2.494
O -0.017 -2.996 -0.067
H -0.291 -2.859 -0.964
H 0.057 -2.110 0.246
```

Values from the calculation:
- LUMO energy: -0.1 eV
- E: -27039.0325 eV
- ΔE to the lowest compared entry with this formula, charge and spin: 281.2 kJ/mol
- Gap between HOMO and LUMO: 10.266 eV
- Multiplicity: 1
- HOMO energy: -10.343 eV

***

(4)
Below is the molecule C6H12O, with properties calculated with wB97M-V/def2-TZVPD.

Structure (XYZ):
```
19
Properties=species:S:1:pos:R:3
C 2.791 0.642 0.214
C 1.533 -0.032 -0.305
O 0.567 -0.023 0.732
C -0.445 -0.946 0.495
C -1.746 -0.729 1.180
C -1.647 -0.540 -0.319
C -1.739 0.855 -0.897
H 3.184 0.107 1.087
H 2.590 1.679 0.501
H 3.565 0.643 -0.559
H 1.751 -1.070 -0.600
H 1.131 0.474 -1.199
H -0.070 -1.967 0.384
H -1.824 0.171 1.786
H -2.274 -1.595 1.570
H -2.087 -1.326 -0.933
H -1.323 0.897 -1.911
H -2.780 1.194 -0.949
H -1.179 1.565 -0.279
```

Values from the calculation:
- LUMO energy: 1.2 eV
- SMILES string: CCO[C@H]1C[C@H]1C
- E: -8462.9185 eV
- ΔE to the lowest compared entry with this formula, charge and spin: 138.5 kJ/mol
- Gap between HOMO and LUMO: 10.415 eV
- Multiplicity: 1
- HOMO energy: -9.260 eV

***

(5)
Below is a 2-piece molecular cluster, C2H9NS2 overall in a non-equilibrium geometry, with properties calculated with wB97M-V/def2-TZVPD.

Structure (XYZ):
```
14
Properties=species:S:1:pos:R:3
S -2.790 0.386 1.322
S -3.364 -0.616 -0.361
H -1.565 0.777 0.959
H -2.215 -1.252 -0.632
C 1.615 0.564 0.782
N 1.120 -0.602 0.043
C 0.448 -0.249 -1.195
H 1.942 0.158 1.736
H 2.501 0.955 0.288
H 0.919 1.401 0.957
H 0.532 -1.139 0.667
H -0.443 0.394 -1.009
H 0.148 -1.121 -1.776
H 1.153 0.342 -1.779
```

Values from the calculation:
- LUMO energy (alpha / beta): -5.7 / -9.2 eV
- E: -25370.7225 eV
- Total charge: +1
- ΔE to the lowest compared entry with this formula, charge and spin: 59.8 kJ/mol
- Gap between HOMO and LUMO (alpha / beta): 6.772 / 3.271 eV
- Multiplicity: 2
- HOMO energy (alpha / beta): -12.489 / -12.487 eV

***

(6)
Below is the molecule C4H7NO in a non-equilibrium geometry, with properties calculated with wB97M-V/def2-TZVPD.

Structure (XYZ):
```
13
Properties=species:S:1:pos:R:3
H 2.591 -1.036 -0.088
N 2.046 -0.211 0.191
C 0.801 -0.360 -0.033
C 0.210 -1.468 -0.860
C -0.237 0.604 0.912
C -0.944 1.138 -0.012
O -1.959 2.082 0.838
H 0.963 -2.224 -1.102
H -0.600 -1.958 -0.314
H -0.193 -1.062 -1.791
H 0.101 0.762 1.920
H -1.339 1.003 -1.002
H -1.440 2.732 1.340
```

Values from the calculation:
- LUMO energy: 0.9 eV
- SMILES string: [H]/N=C(C)/C=C/O
- E: -7795.4803 eV
- ΔE to the lowest compared entry with this formula, charge and spin: 401.8 kJ/mol
- Gap between HOMO and LUMO: 10.334 eV
- Multiplicity: 1
- HOMO energy: -9.424 eV

***

(7)
Below is H11NaO6 as an isolated structure, with properties calculated with wB97M-V/def2-TZVPD.

Structure (XYZ):
```
18
Properties=species:S:1:pos:R:3
Na 1.541 -3.004 2.173
O 0.413 -0.336 -0.192
H 0.560 -0.159 -1.141
O -2.677 -2.164 -1.387
H -2.470 -1.893 -2.281
H -1.964 -1.807 -0.857
O 2.137 1.739 2.380
H 2.061 1.114 3.101
H 1.614 1.358 1.675
O -1.950 1.971 -1.741
H -1.237 1.589 -1.229
H -2.003 1.425 -2.525
O 3.570 -0.890 -2.085
H 2.708 -0.724 -1.702
H 3.861 -0.034 -2.398
O -2.305 0.898 2.679
H -1.580 0.628 2.116
H -2.279 0.287 3.415
```

Values from the calculation:
- LUMO energy: -2.8 eV
- E: -16877.5769 eV
- ΔE to the lowest compared entry with this formula, charge and spin: 343.1 kJ/mol
- Gap between HOMO and LUMO: 4.953 eV
- Multiplicity: 1
- HOMO energy: -7.706 eV

***

Q: Which formula does entry 6 have?
A: C4H7NO